# C20H34ClO3PPd

A structure of composition C20H34ClO3PPd (ωB97M-V/def2-TZVPD, the Open Molecules 2025 dataset).

Gap between HOMO and LUMO (alpha / beta) ... 0.289 / 0.157 Eh
Highest occupied orbital energy (alpha / beta) ... -14.822 / -14.822 eV
Lowest unoccupied orbital energy (alpha / beta) ... -6.95 / -10.56 eV
Total energy ... -1936.79771 a.u.
Relative energy (zero: lowest compared OMol25 entry of this formula, charge and spin) ... 3.159 eV

Geometry as ORCA input:
```
! RIJCOSX wB97M-V def2-TZVPD def2/J DEFGRID3
* xyz 2 5
C -0.07600 -0.15045 -6.77753
C 1.30670 0.41038 -7.16233
C -0.29986 -1.49582 -7.49464
C -1.16971 0.84618 -7.20744
Cl -0.15073 -0.39392 -5.01961
H -0.26217 -1.39422 -8.57823
H -1.28203 -1.90343 -7.21175
H 0.47308 -2.21288 -7.17955
H 1.39840 0.57604 -8.23464
H 2.09001 -0.29441 -6.84523
H 1.47314 1.36540 -6.64160
H -1.16160 1.02632 -8.28161
H -1.01858 1.80407 -6.68743
H -2.15706 0.45294 -6.92249
C 1.38322 -2.26269 1.23109
C 0.71482 -3.18175 0.34390
C 1.02964 -2.79046 -1.01183
H 0.13218 -4.01962 0.63700
C 1.88843 -1.64092 -0.96657
C 2.11505 -1.30631 0.42252
H 2.71895 -0.53132 0.78944
H 1.38381 -2.30703 2.30286
H 0.71519 -3.30722 -1.90282
H 2.31830 -1.14161 -1.80603
C -2.45604 0.18788 0.65644
C -2.37457 -1.04442 1.40796
C -2.45603 -2.14946 0.48167
H -2.30734 -1.12466 2.46329
C -2.59023 -1.59290 -0.84568
C -2.59051 -0.15780 -0.74369
H -2.69956 0.53721 -1.54571
H -2.44391 1.16774 1.05322
H -2.45745 -3.17565 0.73949
H -2.71941 -2.15803 -1.75048
Pd -0.34272 -1.00431 -0.00588
C -1.15741 3.54131 3.95706
C -0.09365 3.19714 2.96083
O 0.56277 2.01368 3.30915
P 0.35325 0.81462 2.07617
O -1.20445 0.60892 2.91945
C -0.96281 -0.13397 4.14467
C -1.08705 0.59417 5.43300
O 2.01182 0.53032 2.34025
C 2.50098 0.20841 3.70623
C 3.69965 1.05587 3.97935
H -1.58364 4.51813 3.70190
H -0.74511 3.59777 4.96303
H -1.97344 2.81931 3.94468
H -0.52644 3.16425 1.94317
H 0.71759 3.91510 2.95947
H 0.00015 -0.69117 4.07385
H -1.68828 -0.93250 4.20289
H -0.35009 1.37542 5.57420
H -2.10736 0.97824 5.53646
H -0.94002 -0.15044 6.22890
H 1.74235 0.41254 4.47272
H 2.72216 -0.85479 3.68530
H 3.43155 2.10932 3.96323
H 4.07709 0.80583 4.97283
H 4.47492 0.86967 3.24508
*
```



# C20H34ClPTc

A structure of composition C20H34ClPTc (ωB97M-V/def2-TZVPD, the Open Molecules 2025 dataset).

Gap between HOMO and LUMO (alpha / beta) ... 0.247 / 0.209 Eh
Highest occupied orbital energy (alpha / beta) ... -13.761 / -15.213 eV
Lowest unoccupied orbital energy (alpha / beta) ... -7.04 / -9.53 eV
Total energy ... -1664.17013 a.u.

Geometry as ORCA input:
```
! RIJCOSX wB97M-V def2-TZVPD def2/J DEFGRID3
* xyz 2 4
C -0.07302 -0.27060 -6.06634
C 1.30450 0.29372 -6.42942
C -0.29958 -1.60919 -6.77656
C -1.16835 0.72609 -6.45944
Cl -0.14131 -0.54036 -4.28463
H -0.25904 -1.47419 -7.86535
H -1.28094 -2.02322 -6.52255
H 0.47088 -2.33476 -6.49559
H 1.37444 0.45882 -7.51260
H 2.09979 -0.40114 -6.14012
H 1.47685 1.25232 -5.92893
H -1.14943 0.90373 -7.54270
H -1.01998 1.68715 -5.95605
H -2.15910 0.34119 -6.19633
C 1.27242 -2.38234 1.47797
C 0.49275 -3.13221 0.53832
C 0.61162 -2.50531 -0.75163
H -0.03567 -4.05029 0.77396
C 1.48896 -1.36909 -0.62141
C 1.95152 -1.34205 0.74601
H 2.68126 -0.65789 1.16814
H 1.38128 -2.60029 2.52994
H 0.20918 -2.87247 -1.68837
H 1.76370 -0.67893 -1.41390
C -2.41783 0.01855 0.95014
C -2.27658 -1.16018 1.76954
C -2.08203 -2.27899 0.89143
H -2.39016 -1.20821 2.84584
C -2.02302 -1.77569 -0.46664
C -2.21823 -0.34602 -0.41589
H -2.26158 0.32418 -1.27670
H -2.65400 0.99975 1.33575
H -2.08892 -3.31464 1.21134
H -1.99073 -2.37153 -1.36991
Tc -0.31747 -1.10218 0.66012
C 2.02199 2.97818 1.89619
C 1.97411 1.76565 2.81985
P 0.39692 0.77561 2.74139
C 0.48966 -0.32034 4.22975
C 0.20778 0.24554 5.62250
C -0.91098 2.00419 3.16277
C -0.62762 3.10228 4.18464
H 2.11946 2.67511 0.84675
H 2.90463 3.58002 2.14677
H 1.13871 3.62013 1.99175
H 2.78290 1.06612 2.55635
H 2.15419 2.06474 3.86809
H -0.17428 -1.17474 4.02115
H 1.51595 -0.71654 4.21013
H -0.82452 0.59304 5.75516
H 0.36841 -0.56102 6.35270
H 0.89817 1.05737 5.88286
H -1.17829 2.45608 2.19474
H -1.78462 1.41162 3.47145
H 0.15875 3.78639 3.85043
H -1.54978 3.68431 4.31003
H -0.35368 2.70253 5.16715
*
```



# C20H34N2O3S

The molecule C20H34N2O3S (ωB97M-V/def2-TZVPD, the Open Molecules 2025 dataset).

Gap between HOMO and LUMO ... 0.334 Eh
Highest occupied orbital energy ... -8.402 eV
Lowest unoccupied orbital energy ... 0.68 eV
SMILES ... COc1cc(C)c(C(C)C)cc1S(=O)(=O)NC1CC(C)(C)NC(C)(C)C1
Total energy ... -1515.90137 a.u.
Relative energy (zero: lowest compared OMol25 entry of this formula, charge and spin) ... 0.422 eV

Geometry as ORCA input:
```
! RIJCOSX wB97M-V def2-TZVPD def2/J DEFGRID3
* xyz 0 1
C -3.10231 -3.97818 0.61306
O -3.73944 -2.76037 0.94816
C -3.34524 -1.57021 0.45603
C -4.24248 -0.53225 0.75091
C -4.06818 0.76869 0.32724
C -5.08827 1.80199 0.70320
C -2.94835 1.07903 -0.45900
C -2.68152 2.48492 -0.94641
C -1.71526 3.18067 0.01811
C -2.12898 2.52012 -2.37179
C -2.05268 0.06270 -0.73498
C -2.21148 -1.23869 -0.28246
S -0.87598 -2.35911 -0.71346
O -1.30984 -3.23194 -1.77281
O -0.34424 -2.96392 0.48022
N 0.30422 -1.36652 -1.38747
C 1.46006 -1.09373 -0.53944
C 1.12088 0.05578 0.40349
C 2.30121 0.42241 1.31241
C 2.02367 1.79335 1.94986
C 2.45146 -0.60741 2.44704
N 3.48785 0.60295 0.49000
C 3.88440 -0.36969 -0.51452
C 4.93420 0.33266 -1.39021
C 4.52210 -1.65152 0.05268
C 2.66570 -0.70904 -1.38597
H -2.96109 -4.07627 -0.46422
H -2.13382 -4.07196 1.10619
H -3.77754 -4.75453 0.97213
H -5.10692 -0.80244 1.33815
H -5.83659 1.37164 1.36270
H -4.62106 2.64279 1.21196
H -5.59322 2.18174 -0.18422
H -3.62406 3.03830 -0.94578
H -2.12049 3.19194 1.02722
H -1.53922 4.20716 -0.29600
H -0.76384 2.65551 0.04198
H -1.11155 2.14130 -2.41285
H -2.12033 3.54476 -2.73772
H -2.74875 1.92149 -3.03483
H -1.17489 0.25843 -1.32480
H 0.55279 -1.76556 -2.28072
H 1.67471 -1.99604 0.04551
H 0.25654 -0.21380 1.01078
H 0.86593 0.92562 -0.20393
H 2.02848 2.56491 1.18461
H 1.05745 1.79362 2.44703
H 2.79166 2.03269 2.68177
H 2.39362 -1.62718 2.08189
H 1.65370 -0.47112 3.17298
H 3.40475 -0.47164 2.95545
H 4.28147 0.83813 1.07520
H 5.84378 0.50951 -0.82111
H 5.18049 -0.27663 -2.25562
H 4.55082 1.29087 -1.72958
H 5.29997 -1.39443 0.76953
H 3.79311 -2.28243 0.54983
H 4.97653 -2.22613 -0.75113
H 2.92430 -1.52172 -2.06730
H 2.40177 0.16881 -1.97901
*
```



# C20H34N4O2

The molecule C20H34N4O2 (ωB97M-V/def2-TZVPD, the Open Molecules 2025 dataset).

Gap between HOMO and LUMO ... 0.326 Eh
Highest occupied orbital energy ... -7.972 eV
Lowest unoccupied orbital energy ... 0.89 eV
SMILES ... CCN1CCC[C@@H]1CNC(=O)CCc1nnc(CCC2CCCCC2)o1
Total energy ... -1152.02368 a.u.
Relative energy (zero: lowest compared OMol25 entry of this formula, charge and spin) ... 0.310 eV

Geometry as ORCA input:
```
! RIJCOSX wB97M-V def2-TZVPD def2/J DEFGRID3
* xyz 0 1
C 1.45866 -4.48399 -5.05574
C 2.61000 -4.57604 -4.04304
N 2.68378 -3.52914 -3.05468
C 2.99188 -2.19244 -3.53782
C 2.46088 -1.26459 -2.45012
C 1.19449 -1.99007 -2.00640
C 1.61538 -3.46089 -2.06450
C 2.18246 -3.95070 -0.71689
N 1.20242 -3.91243 0.34188
C 1.33025 -3.12288 1.42562
O 2.31975 -2.45886 1.65751
C 0.14015 -3.16494 2.38346
C -0.06607 -1.77265 2.97417
C -0.41783 -0.82248 1.89325
N -0.80358 -1.10985 0.69450
N -0.99637 0.06300 0.04673
C -0.71812 1.00737 0.87987
C -0.79348 2.46660 0.65091
C -1.93950 3.07948 1.46622
C -2.00877 4.60543 1.35434
C -2.99636 5.16020 2.38442
C -3.07282 6.68210 2.30958
C -3.48466 7.12747 0.91065
C -2.50451 6.58337 -0.12289
C -2.42775 5.06087 -0.04438
O -0.34373 0.51246 2.08526
H 1.54913 -3.59096 -5.66873
H 1.47973 -5.35097 -5.71075
H 0.49671 -4.45789 -4.54906
H 3.56081 -4.57485 -4.58467
H 2.53567 -5.52624 -3.50508
H 4.07182 -2.09905 -3.68654
H 2.49404 -1.96857 -4.49324
H 2.26607 -0.25958 -2.81900
H 3.16827 -1.20593 -1.62368
H 0.85120 -1.69597 -1.01833
H 0.38759 -1.80229 -2.71587
H 0.76847 -4.10713 -2.33096
H 2.55648 -4.97279 -0.83891
H 3.01055 -3.31111 -0.41051
H 0.31766 -4.35855 0.15944
H -0.76022 -3.48626 1.86209
H 0.36769 -3.87227 3.18333
H 0.86050 -1.43087 3.44180
H -0.85573 -1.77639 3.73020
H -0.94462 2.62227 -0.41581
H 0.15220 2.92193 0.95378
H -2.88534 2.64609 1.13325
H -1.79832 2.80976 2.51609
H -1.01596 5.01582 1.57258
H -2.69164 4.85677 3.38873
H -3.98616 4.73817 2.19450
H -3.78885 7.05243 3.04623
H -2.09528 7.10611 2.55120
H -3.51507 8.21774 0.85938
H -4.48743 6.75345 0.69167
H -2.81397 6.88499 -1.12573
H -1.51364 7.00533 0.06164
H -1.71639 4.69821 -0.78786
H -3.40627 4.63626 -0.28066
*
```